No. 1
Density functional theory data (ωB97M-V with the def2-TZVPD basis set) for an isolated molecule of C4H3N3O2 in a non-equilibrium geometry.

Results
Spin multiplicity   1
Charge   0
SMILES string   O=CC1=NC=N/C1=N/O
E_HOMO   -10.1 eV
F_max   5.93 eV Å⁻¹
E   -12756.760 eV
Energy above the lowest of the compared OMol25 structures with the same formula, charge and spin   92.9 kcal per mole

Each line ends with the natural charge from an NBO analysis.
Atoms and positions in Å:
O1 -2.1427 -1.7437 0.7044  -0.475
C1 -1.0542 -1.5260 0.1687  0.387
C2 -0.6677 -0.0097 -0.3081  0.146
N1 -1.4173 0.8767 -0.8990  -0.405
C3 -0.6178 2.1107 -0.6183  0.230
N2 0.5970 2.0165 0.0867  -0.409
C4 0.6560 0.6006 0.2030  0.198
N3 1.7498 -0.0930 0.3118  -0.054
O2 1.7020 -1.3725 0.5696  -0.489
H1 -0.2664 -2.4352 -0.1251  0.161
H2 -1.1701 3.0436 -0.7853  0.208
H3 2.6316 -1.4681 0.6916  0.500

No. 2
Density functional theory data (ωB97M-V with the def2-TZVPD basis set) for an isolated molecule of C7H11N in a non-equilibrium geometry.

Results
Spin multiplicity   1
Charge   0
SMILES string   C=C[C@H]1CC[C@H]2N[C@H]12
E_HOMO   -8.2 eV
F_max   2.68 eV Å⁻¹
E   -8921.808 eV
Energy above the lowest of the compared OMol25 structures with the same formula, charge and spin   136.5 kcal per mole

Each line ends with the natural charge from an NBO analysis.
Atoms and positions in Å:
C1 -2.6155 1.0800 -0.9991  -0.391
C2 -1.3984 0.5690 -0.9075  -0.194
C3 -0.6660 0.4684 0.3569  -0.242
C4 -0.6118 -1.1479 0.6736  -0.396
C5 0.8300 -1.6264 0.4170  -0.423
C6 1.5670 -0.3200 0.6746  -0.097
N1 2.2744 0.7594 0.0774  -0.538
C7 0.8113 0.6520 -0.1712  -0.111
H1 -3.1415 0.9986 -1.9574  0.192
H2 -3.1600 1.6478 -0.2437  0.197
H3 -1.0863 -0.1297 -1.7639  0.205
H4 -0.8929 1.1871 1.2070  0.245
H5 -0.9834 -1.4314 1.6529  0.216
H6 -1.2312 -1.6962 -0.0311  0.213
H7 0.9646 -2.1177 -0.6041  0.206
H8 0.9936 -2.5025 1.0427  0.214
H9 1.5816 -0.0967 1.7694  0.180
H10 2.8658 0.4502 -0.6964  0.367
H11 0.6694 0.3239 -1.1831  0.159

No. 3
Density functional theory data (ωB97M-V with the def2-TZVPD basis set) for a structure of composition C32H26BrMoN5O3PS.

Results
Spin multiplicity   1
Charge   +3
E_HOMO   -15.2 eV
F_max   0.18 eV Å⁻¹
E   -139199.656 eV
Energy above the lowest of the compared OMol25 structures with the same formula, charge and spin   0.0 kcal per mole

Each line ends with the natural charge from an NBO analysis.
Atoms and positions in Å:
Mo1 -0.4112 -0.2761 -1.1918  1.373
N1 -2.3434 2.5130 1.6143  -0.766
C1 -2.0536 1.4552 0.8455  0.298
S1 -1.4528 1.8248 -0.7858  0.009
N2 -2.2260 0.2522 1.2551  -0.356
N3 -1.9257 -0.7009 0.2897  -0.333
C2 -2.5799 -1.8085 0.4676  0.220
C3 -2.5431 -2.9750 -0.3522  -0.218
C4 -3.2942 -4.1078 0.0008  -0.108
C5 -3.2807 -5.2220 -0.8063  -0.214
C6 -2.5195 -5.2205 -1.9777  -0.118
C7 -1.7681 -4.1178 -2.3457  -0.250
C8 -1.7906 -3.0007 -1.5265  0.345
O1 -1.0816 -1.9027 -1.8591  -0.643
H1 -2.2275 3.4526 1.2803  0.421
H2 -2.8152 2.3656 2.4921  0.431
H3 -3.2302 -1.8169 1.3378  0.240
H4 -3.8814 -4.0922 0.9105  0.236
H5 -3.8569 -6.0957 -0.5378  0.249
H6 -2.5151 -6.0977 -2.6110  0.244
H7 -1.1784 -4.1094 -3.2522  0.238
N4 0.7354 0.5563 -4.2325  -0.917
P1 -0.6165 1.0687 -3.3919  1.410
C9 -2.0741 0.2996 -4.0906  -0.483
C10 -3.3416 0.5987 -3.5791  -0.131
C11 -4.4564 -0.0222 -4.1153  -0.211
C12 -4.3127 -0.9463 -5.1436  -0.142
C13 -3.0538 -1.2516 -5.6432  -0.191
C14 -1.9301 -0.6351 -5.1174  -0.168
C15 -0.6281 2.8339 -3.5585  -0.388
C16 0.4490 3.5555 -3.0301  -0.186
C17 0.4949 4.9255 -3.2006  -0.198
C18 -0.5275 5.5725 -3.8893  -0.137
C19 -1.5955 4.8562 -4.4107  -0.182
C20 -1.6550 3.4809 -4.2468  -0.192
C21 1.5332 -0.4653 -3.7644  0.423
C22 2.5761 -0.9856 -4.5295  -0.268
C23 3.3353 -2.0020 -4.0014  -0.074
C24 3.0438 -2.4893 -2.7246  -0.253
C25 2.0071 -1.9276 -2.0336  0.083
N5 1.2552 -0.9166 -2.5363  -0.502
H8 1.0186 1.0371 -5.0757  0.452
H9 -3.4594 1.3171 -2.7778  0.226
H10 -5.4397 0.2176 -3.7341  0.244
H11 -5.1876 -1.4269 -5.5605  0.246
H12 -2.9473 -1.9641 -6.4497  0.244
H13 -0.9526 -0.8750 -5.5146  0.225
H14 1.2432 3.0493 -2.4925  0.225
H15 1.3245 5.4926 -2.8016  0.244
H16 -0.4862 6.6452 -4.0231  0.246
H17 -2.3798 5.3662 -4.9527  0.246
H18 -2.4808 2.9212 -4.6652  0.238
H19 2.7656 -0.5918 -5.5185  0.251
H20 4.1500 -2.4226 -4.5755  0.257
H21 3.6197 -3.2858 -2.2781  0.260
H22 1.7521 -2.2653 -1.0389  0.228
Br1 6.3290 0.9512 14.3862  0.249
C26 5.5981 0.8743 12.6864  0.017
C27 5.2740 -0.3746 12.1384  -0.242
C28 4.7333 -0.4446 10.8821  -0.069
C29 4.5179 0.7610 10.1733  -0.356
C30 4.8438 2.0233 10.7231  -0.069
C31 5.3834 2.0665 11.9811  -0.242
C32 3.9760 0.7025 8.9081  0.933
O2 3.5335 0.6552 7.8744  -0.272
O3 0.7632 -0.1269 -0.0476  -0.422
H23 5.4520 -1.2752 12.7084  0.270
H24 4.4768 -1.3984 10.4416  0.255
H25 4.6710 2.9320 10.1626  0.255
H26 5.6444 3.0132 12.4319  0.270

No. 4
Density functional theory data (ωB97M-V with the def2-TZVPD basis set) for an isolated molecule of C20H30N2O4S.

Results
Spin multiplicity   1
Charge   0
SMILES string   CC(C)(C)NS(=O)(=O)c1ccc(OCC(=O)NCCC2=CCCCC2)cc1
E_HOMO   -8.8 eV
F_max   0.81 eV Å⁻¹
E   -43232.546 eV
Energy above the lowest of the compared OMol25 structures with the same formula, charge and spin   23.5 kcal per mole

Each line ends with the natural charge from an NBO analysis.
Atoms and positions in Å:
C1 3.8428 0.9617 2.3769  -0.633
C2 4.2311 1.8563 1.2011  0.121
C3 5.4343 1.2660 0.4605  -0.631
C4 4.5510 3.2689 1.7006  -0.605
N1 3.0743 1.9618 0.3136  -0.888
S1 2.2274 0.6175 -0.1828  2.325
O1 1.5818 1.0058 -1.4061  -0.950
O2 3.0177 -0.5827 -0.1914  -0.945
C5 0.9607 0.4714 1.0640  -0.365
C6 0.2311 1.5937 1.4119  -0.156
C7 -0.8408 1.4671 2.2698  -0.267
C8 -1.1996 0.2093 2.7655  0.317
O3 -2.3340 0.1726 3.5205  -0.496
C9 -2.9466 -1.0858 3.7279  -0.165
C10 -3.2093 -1.8348 2.4087  0.648
O4 -3.1439 -3.0416 2.3327  -0.618
N2 -3.5184 -1.0149 1.3884  -0.606
C11 -3.4994 -1.4267 0.0015  -0.227
C12 -2.3116 -0.7857 -0.7204  -0.424
C13 -2.2497 -1.0154 -2.2083  0.014
C14 -2.9176 -1.9690 -2.8419  -0.202
C15 -2.8494 -2.2033 -4.3212  -0.431
C16 -2.2274 -1.0205 -5.0565  -0.391
C17 -0.9719 -0.5690 -4.3204  -0.391
C18 -1.3455 -0.0553 -2.9339  -0.437
C19 -0.4303 -0.9066 2.4428  -0.266
C20 0.6488 -0.7662 1.5866  -0.173
H1 2.9523 1.3475 2.8678  0.216
H2 3.6440 -0.0458 2.0247  0.231
H3 4.6553 0.9277 3.0981  0.218
H4 5.7225 1.9088 -0.3693  0.203
H5 5.1733 0.2865 0.0691  0.241
H6 6.2821 1.1661 1.1333  0.211
H7 4.8177 3.9171 0.8691  0.205
H8 5.3850 3.2376 2.3962  0.217
H9 3.6867 3.6917 2.2060  0.215
H10 3.2331 2.5673 -0.4775  0.411
H11 0.5039 2.5474 0.9906  0.238
H12 -1.4373 2.3202 2.5533  0.231
H13 -3.8972 -0.8666 4.2220  0.221
H14 -2.3525 -1.7282 4.3872  0.204
H15 -3.5273 -0.0200 1.5612  0.398
H16 -4.4375 -1.1300 -0.4770  0.199
H17 -3.4221 -2.5146 0.0024  0.233
H18 -2.3357 0.2955 -0.5441  0.199
H19 -1.3824 -1.1544 -0.2741  0.220
H20 -3.5478 -2.6591 -2.2995  0.195
H21 -2.2551 -3.1053 -4.5037  0.205
H22 -3.8545 -2.4016 -4.7038  0.209
H23 -2.9415 -0.1947 -5.0886  0.193
H24 -1.9917 -1.3023 -6.0846  0.205
H25 -0.2873 -1.4128 -4.2207  0.198
H26 -0.4591 0.2163 -4.8779  0.207
H27 -1.8625 0.9063 -3.0287  0.201
H28 -0.4412 0.1262 -2.3474  0.240
H29 -0.6757 -1.8840 2.8245  0.234
H30 1.2468 -1.6173 1.3013  0.247